Entry 1:
{"formula": "C38H88N4O28S7", "method": "the ωB97M-V functional and the def2-TZVPD basis", "energy_ev": -179918.13667, "charge": 0, "spin_multiplicity": 1, "lumo_ev": -0.14, "homo_ev": -8.0, "orbital_gap_ev": 7.875, "elements": ["S", "S", "S", "S", "S", "S", "S", "O", "O", "O", "O", "O", "O", "O", "O", "O", "O", "O", "O", "O", "O", "O", "O", "O", "O", "O", "O", "O", "O", "O", "O", "O", "O", "O", "O", "N", "N", "N", "N", "C", "C", "C", "C", "C", "C", "C", "C", "C", "C", "C", "C", "C", "C", "C", "C", "C", "C", "C", "C", "C", "C", "C", "C", "C", "C", "C", "C", "C", "C", "C", "C", "C", "C", "C", "C", "C", "C", "H", "H", "H", "H", "H", "H", "H", "H", "H", "H", "H", "H", "H", "H", "H", "H", "H", "H", "H", "H", "H", "H", "H", "H", "H", "H", "H", "H", "H", "H", "H", "H", "H", "H", "H", "H", "H", "H", "H", "H", "H", "H", "H", "H", "H", "H", "H", "H", "H", "H", "H", "H", "H", "H", "H", "H", "H", "H", "H", "H", "H", "H", "H", "H", "H", "H", "H", "H", "H", "H", "H", "H", "H", "H", "H", "H", "H", "H", "H", "H", "H", "H", "H", "H", "H", "H", "H", "H"], "coordinates": [[3.73, -1.64, 3.22], [0.53, 2.02, 5.17], [3.04, -1.50, 5.72], [5.14, 1.28, -1.83], [1.45, 2.08, -0.25], [-2.72, 5.17, 0.99], [-4.45, 2.47, 3.22], [1.60, 1.97, 1.20], [0.57, 1.21, -1.01], [4.11, 1.28, -2.92], [4.02, -3.21, 3.57], [2.96, 2.12, -0.96], [2.31, -1.44, 3.29], [1.84, 2.52, 4.70], [-0.43, 3.31, 5.37], [3.11, -2.82, 5.06], [4.67, -0.90, 4.01], [0.39, 1.21, 6.39], [-1.91, 3.76, 1.20], [-5.70, 1.38, 3.37], [-0.49, 1.36, 3.99], [-3.38, 1.28, 2.73], [-3.68, 5.08, -0.11], [5.91, 2.51, -1.78], [4.49, 0.88, -0.37], [1.38, 3.71, -0.71], [4.24, -0.92, 6.30], [6.01, -0.14, -1.94], [-4.02, 2.98, 4.52], [1.81, -1.49, 6.78], [-1.34, 5.89, 0.39], [2.21, -0.31, 4.87], [4.29, -1.77, 1.62], [-3.10, 5.77, 2.28], [-4.73, 3.53, 2.22], [-0.86, 4.12, -2.45], [-4.23, -5.43, -0.94], [-0.30, -0.79, 1.12], [2.57, -1.68, -4.27], [1.24, -1.77, -3.71], [-1.66, 2.08, 3.78], [2.71, -2.14, -5.71], [4.21, -3.93, 2.39], [4.20, -2.46, -6.17], [0.91, -0.72, 4.82], [3.91, -3.06, 1.17], [-4.83, -6.79, 1.20], [-1.58, 0.03, 0.85], [3.27, -0.36, -3.95], [-3.37, -4.39, -0.39], [1.21, -1.69, -2.15], [-0.74, 4.43, -5.02], [-0.81, 6.61, -2.18], [-1.74, 3.21, 4.82], [-2.78, -3.38, -1.41], [-3.43, -6.55, -1.49], [0.05, 4.20, -3.65], [-5.28, -5.81, 0.04], [1.98, -1.00, 0.30], [2.71, 0.85, -4.69], [-5.27, 0.02, 3.18], [-0.51, -2.24, 1.11], [2.11, 4.10, -1.81], [2.95, 2.86, -2.20], [5.56, -1.11, -1.10], [-0.49, 3.88, 1.22], [-2.04, 2.52, -0.85], [0.63, -0.38, 0.04], [-1.55, 2.84, -2.30], [-1.45, 1.44, 1.07], [-0.26, 5.00, 0.15], [-4.43, -7.65, -1.97], [-0.98, -2.72, 2.52], [-1.72, 5.33, -2.29], [-4.09, 0.22, 2.15], [4.43, -0.51, -0.23], [0.51, -1.37, 6.17], [-2.05, -3.77, -2.12], [-0.92, -3.81, 2.52], [-1.74, 4.01, -5.06], [-1.49, 7.32, -1.73], [2.67, 5.03, -1.76], [-2.53, 1.42, 3.85], [-3.94, -8.42, -2.56], [-5.96, -6.45, -0.51], [3.89, 3.37, -2.40], [1.52, 4.24, -2.71], [4.58, -3.12, 0.31], [-1.09, 1.74, 2.06], [-0.62, 7.04, -3.16], [-4.99, -0.44, 4.13], [-0.47, -2.43, 3.44], [0.80, -2.74, -3.96], [6.39, -1.46, -0.49], [2.26, -1.37, -6.35], [-4.79, -7.87, 1.09], [0.84, 4.92, -3.43], [-2.46, -4.82, 0.02], [0.01, -2.35, 6.17], [3.35, 1.72, -4.58], [0.08, 6.59, -1.54], [-5.14, -7.34, -2.74], [4.79, -1.55, -6.07], [0.51, -1.05, -4.05], [2.14, -2.00, -0.10], [-2.55, -6.89, -0.95], [0.98, -1.54, 4.10], [-5.76, -4.90, 0.40], [-2.34, 5.61, -3.14], [0.17, 0.05, 4.57], [3.29, -0.10, -2.89], [-3.33, -0.56, 2.29], [1.66, 1.06, -4.50], [2.88, -3.09, 0.81], [0.02, -0.67, 6.84], [0.26, -1.22, -1.90], [-2.33, 1.47, -0.84], [4.28, -2.66, -7.24], [-3.64, -2.86, -1.84], [2.80, -0.49, -0.20], [-1.98, -2.32, 2.64], [-2.99, 2.95, -0.53], [3.44, -4.70, 2.38], [5.19, -2.04, -1.54], [1.04, -2.71, -1.81], [0.63, 3.28, -3.69], [-2.42, -0.18, 1.51], [-5.02, -8.15, -1.20], [4.69, -3.27, -5.61], [2.86, 0.62, -5.75], [2.13, -1.29, -1.72], [4.47, -0.69, 0.85], [-1.00, 2.06, -2.84], [-1.92, 4.23, 4.48], [5.21, -4.36, 2.45], [-0.68, 1.75, 0.36], [-0.47, 4.55, -0.82], [2.18, -0.94, 1.37], [-2.35, 5.20, -1.41], [3.50, -0.72, -0.77], [-2.37, 3.11, 5.70], [4.32, -0.63, -4.10], [-0.12, 4.17, -5.88], [-4.57, 0.38, 1.19], [2.00, -2.95, -5.87], [-1.65, 2.32, 2.72], [-3.94, -3.69, 0.22], [-1.27, 2.60, -0.09], [-2.50, 2.90, -2.82], [-2.46, 1.84, 1.03], [-1.24, -2.38, 0.31], [0.40, -2.78, 0.87], [-0.33, 2.83, 0.97], [-3.00, -6.21, -2.44], [0.62, 5.64, 0.13], [-2.20, -2.59, -0.94], [-3.78, -6.59, 1.42], [-0.22, 3.96, 2.27], [-0.86, 5.51, -5.06], [0.80, 0.69, 0.06], [-6.16, -0.42, 2.73], [0.20, -0.53, -0.95], [-5.40, -6.62, 2.11], [2.56, 2.34, -3.08], [-2.01, -0.18, -0.13]], "lowdin_charge": [0.802, 0.806, 0.798, 0.866, 0.902, 0.783, 0.841, -0.119, -0.211, -0.451, -0.247, -0.231, -0.301, -0.207, -0.196, -0.262, -0.182, -0.246, -0.351, -0.190, -0.205, -0.340, -0.257, -0.196, -0.180, -0.234, -0.210, -0.141, -0.231, -0.200, -0.227, -0.247, -0.264, -0.241, -0.225, -0.195, -0.186, -0.063, -0.157, -0.245, -0.217, -0.198, -0.151, -0.068, -0.285, -0.134, -0.081, -0.156, -0.223, -0.257, -0.056, -0.037, -0.056, -0.153, -0.085, -0.222, -0.213, -0.218, -0.114, -0.057, -0.108, -0.203, -0.186, -0.186, -0.192, -0.125, -0.085, -0.314, -0.162, -0.239, -0.175, -0.093, -0.033, -0.180, -0.153, -0.215, -0.110, 0.070, 0.070, 0.070, 0.082, 0.153, 0.084, 0.066, 0.084, 0.131, 0.030, 0.138, 0.060, 0.070, 0.136, 0.049, 0.105, 0.133, 0.088, 0.060, 0.088, 0.102, 0.128, 0.081, 0.066, 0.077, 0.051, 0.100, 0.057, 0.109, 0.075, 0.107, 0.115, 0.071, 0.071, 0.113, 0.082, 0.108, 0.106, 0.060, 0.086, 0.060, 0.077, -0.011, 0.054, 0.097, 0.138, 0.130, 0.096, 0.093, 0.049, 0.052, 0.064, 0.075, 0.060, 0.066, 0.113, 0.133, 0.139, 0.029, 0.060, 0.094, 0.059, 0.057, 0.126, 0.113, 0.066, 0.163, 0.096, 0.053, 0.109, -0.004, 0.109, 0.103, 0.068, 0.105, 0.032, 0.104, 0.146, 0.017, 0.058, 0.157, 0.055, -0.093, 0.136, 0.068, 0.061, 0.090, 0.130]}

Entry 2:
{"formula": "C4H12N2O", "method": "the ωB97M-V functional and the def2-TZVPD basis", "energy_ev": -9369.65546, "charge": 0, "spin_multiplicity": 1, "lumo_ev": 0.95, "smiles": "CNC[C@H](N)CO", "homo_ev": -8.9, "orbital_gap_ev": 9.852, "elements": ["O", "N", "N", "C", "C", "C", "C", "H", "H", "H", "H", "H", "H", "H", "H", "H", "H", "H", "H"], "coordinates": [[2.09, -2.27, 1.39], [-0.30, -0.52, 1.81], [-1.17, 0.97, -0.45], [0.24, -0.86, 0.48], [1.72, -1.18, 0.59], [-1.54, 1.69, -1.65], [0.08, 0.26, -0.55], [-1.30, -0.33, 1.68], [-0.83, 2.51, -1.88], [0.12, -0.16, -1.55], [0.11, 0.35, 2.13], [-2.53, 2.09, -1.53], [-0.34, -1.71, 0.12], [2.22, -0.26, 0.92], [-1.28, 1.54, 0.36], [0.95, 0.94, -0.47], [-1.58, 1.01, -2.49], [2.06, -1.30, -0.46], [1.28, -2.76, 1.57]], "nbo_charge": [-0.706, -0.829, -0.641, -0.083, -0.056, -0.403, -0.228, 0.362, 0.163, 0.196, 0.344, 0.201, 0.185, 0.161, 0.358, 0.154, 0.191, 0.156, 0.473]}

Entry 3:
{"formula": "C17H54N6O17", "method": "the ωB97M-V functional and the def2-TZVPD basis", "energy_ev": -62253.16517, "charge": 0, "spin_multiplicity": 1, "lumo_ev": 0.28, "smiles": "NC(N)=O.NC(N)=O.NC(N)=O.OCCO.OCCO.OCCO.OCCO.OCCO.OCCO.OCCO", "homo_ev": -9.5, "orbital_gap_ev": 9.778, "elements": ["O", "O", "O", "O", "O", "O", "O", "O", "O", "O", "O", "O", "O", "O", "O", "O", "O", "N", "N", "N", "N", "N", "N", "C", "C", "C", "C", "C", "C", "C", "C", "C", "C", "C", "C", "C", "C", "C", "C", "C", "H", "H", "H", "H", "H", "H", "H", "H", "H", "H", "H", "H", "H", "H", "H", "H", "H", "H", "H", "H", "H", "H", "H", "H", "H", "H", "H", "H", "H", "H", "H", "H", "H", "H", "H", "H", "H", "H", "H", "H", "H", "H", "H", "H", "H", "H", "H", "H", "H", "H", "H", "H", "H", "H"], "coordinates": [[-2.25, -2.77, 0.08], [-2.49, 1.37, -2.84], [-2.76, 7.61, -1.79], [-0.01, -0.42, 0.61], [-0.19, -1.66, 4.78], [-1.80, 5.42, -2.94], [-2.64, -5.74, -0.30], [2.24, 2.81, 2.81], [0.84, -0.42, -3.51], [-1.40, -1.36, -2.25], [3.43, -2.64, 2.20], [2.95, -0.21, -1.76], [-2.17, 1.67, -0.11], [-3.41, -0.72, 1.44], [0.00, 2.49, -3.33], [4.93, 3.66, 2.55], [-0.05, -4.68, 0.49], [0.26, 0.18, 3.49], [-0.65, 0.38, 5.67], [3.99, -1.00, 0.18], [1.43, -3.62, 2.68], [2.73, -2.59, 4.33], [2.13, -2.00, -0.68], [3.09, -1.06, -0.84], [-0.85, 6.45, -2.79], [-1.41, 7.33, -1.62], [-4.19, -1.91, 1.18], [-1.48, -5.84, -1.12], [1.28, 1.97, -3.83], [-0.12, -0.42, 4.64], [1.25, 0.57, -4.45], [-2.47, -1.01, -3.13], [0.08, 0.93, 0.13], [-0.14, -5.82, -0.29], [-3.66, -2.55, -0.10], [-1.01, 1.83, 0.61], [-3.23, 0.22, -2.67], [4.66, 2.29, 2.98], [2.53, -2.93, 3.01], [3.27, 1.80, 2.46], [-4.13, -3.57, -0.29], [0.47, -0.23, 2.60], [-0.06, -6.73, 0.34], [5.06, 3.67, 1.61], [-3.15, -1.84, -3.36], [-3.83, -1.77, -0.89], [0.57, -0.90, 0.03], [1.90, -2.36, 4.88], [1.88, 1.91, -2.88], [0.62, -3.48, 3.23], [0.02, 0.98, -0.96], [-2.41, 1.71, -1.94], [3.42, 1.69, 1.37], [0.20, 5.99, -2.51], [-1.19, -0.21, 6.32], [-2.04, -0.74, -4.11], [-1.47, -5.05, -1.87], [0.68, -5.90, -1.02], [-4.15, 0.35, -3.30], [1.04, 1.34, 0.41], [3.63, -2.19, 4.54], [-2.63, -4.88, 0.11], [-1.09, 1.86, 1.67], [3.96, -1.61, 1.02], [4.76, 2.28, 4.12], [-0.89, 1.36, 5.64], [-0.77, 1.93, -3.45], [-0.59, 2.80, 0.31], [-0.57, -1.01, -2.68], [-2.45, -1.08, 1.37], [2.19, -2.58, 0.12], [-1.35, 4.59, -3.18], [-0.73, 7.06, -3.66], [-1.68, -6.79, -1.67], [1.31, -3.75, 1.69], [2.75, 3.67, 2.81], [-4.05, -2.58, 2.03], [-1.29, 6.71, -0.71], [-3.60, 0.18, -1.64], [5.38, 1.64, 2.57], [-0.87, -4.20, 0.62], [-3.19, 6.79, -2.07], [-5.22, -1.73, 1.08], [0.51, 1.13, 3.52], [4.75, -0.31, 0.15], [3.13, 0.82, 2.91], [2.23, 0.27, -4.86], [0.52, 0.56, -5.26], [-1.68, -2.43, -0.69], [1.47, -0.52, -2.75], [1.68, -2.44, -1.47], [-0.90, 8.33, -1.61], [1.76, 2.58, -4.56], [-2.62, 1.04, 0.41]], "lowdin_charge": [-0.147, -0.066, -0.072, -0.073, -0.034, -0.087, -0.073, -0.110, -0.130, -0.104, -0.047, -0.016, -0.019, -0.102, -0.092, -0.078, -0.083, 0.202, 0.130, 0.175, 0.205, 0.166, 0.167, -0.603, -0.240, -0.267, -0.211, -0.210, -0.192, -0.608, -0.208, -0.208, -0.206, -0.230, -0.199, -0.250, -0.265, -0.212, -0.618, -0.209, 0.139, 0.073, 0.123, 0.078, 0.121, 0.113, 0.021, 0.073, 0.120, 0.088, 0.115, 0.058, 0.098, 0.147, 0.112, 0.125, 0.108, 0.117, 0.137, 0.110, 0.106, 0.017, 0.115, 0.052, 0.147, 0.093, 0.035, 0.136, 0.052, 0.111, 0.066, 0.074, 0.094, 0.129, 0.062, 0.094, 0.122, 0.112, 0.108, 0.090, 0.052, 0.080, 0.107, 0.065, 0.119, 0.103, 0.128, 0.121, 0.107, 0.054, 0.120, 0.128, 0.102, 0.047]}

Entry 4:
{"formula": "C5H9NOS", "method": "the ωB97M-V functional and the def2-TZVPD basis", "energy_ev": -19700.73066, "charge": 0, "spin_multiplicity": 1, "lumo_ev": 0.39, "smiles": "O=C(S)C[C@@H]1CCN1", "homo_ev": -8.5, "orbital_gap_ev": 8.881, "elements": ["S", "O", "N", "C", "C", "C", "C", "C", "H", "H", "H", "H", "H", "H", "H", "H", "H"], "coordinates": [[-1.74, -1.04, 0.06], [-1.37, 1.45, -0.98], [1.45, -0.96, 0.56], [-1.29, 0.70, -0.01], [-0.15, 0.97, 1.11], [1.81, 0.68, -0.64], [1.20, 0.32, 0.84], [1.95, -0.80, -0.87], [1.10, 1.22, -1.36], [3.00, -1.16, -0.94], [2.74, 1.08, -0.56], [1.14, -1.31, -1.52], [-0.13, 2.10, 1.16], [-2.30, -1.40, -1.13], [-0.45, 0.73, 2.19], [0.52, -1.44, 0.77], [1.87, 0.76, 1.69]], "nbo_charge": [-0.054, -0.539, -0.644, 0.433, -0.531, -0.426, -0.008, -0.218, 0.223, 0.200, 0.204, 0.192, 0.254, 0.158, 0.230, 0.363, 0.162]}

Entry 5:
{"formula": "C4H9NOS", "method": "the ωB97M-V functional and the def2-TZVPD basis", "energy_ev": -18664.10525, "charge": -2, "spin_multiplicity": 1, "lumo_ev": 5.99, "smiles": "[O-]CNCCC[S-]", "homo_ev": 0.1, "orbital_gap_ev": 5.842, "elements": ["S", "O", "N", "C", "C", "C", "C", "H", "H", "H", "H", "H", "H", "H", "H", "H"], "coordinates": [[-1.91, 1.87, 3.12], [2.44, -0.63, -2.30], [0.94, -1.06, -0.37], [-1.64, 1.04, 1.43], [-0.10, -0.01, -0.33], [1.37, -1.27, -1.88], [-0.19, 0.66, 1.16], [-2.16, 0.09, 1.49], [0.44, -1.04, -2.45], [-1.09, -0.46, -0.49], [-1.93, 1.79, 0.71], [-0.06, 0.80, -1.06], [1.45, -2.40, -1.84], [1.75, -0.65, 0.09], [0.18, -0.21, 1.69], [0.51, 1.48, 1.02]], "nbo_charge": [-0.817, -0.945, -0.709, -0.505, -0.210, 0.156, -0.419, 0.182, 0.051, 0.144, 0.180, 0.146, 0.032, 0.333, 0.196, 0.185]}